Computed, not measured: a 2-piece molecular cluster, CH2ClO2S2 overall at a distorted geometry, with ωB97M-V with the def2-TZVPD basis set.

Structure (XYZ):
```
8
Properties=species:S:1:pos:R:3:forces:R:3:lowdin_charge:R:1
C -2.330728 0.862483 0.252254 1.50 0.50 -0.83 -0.464
O 2.258246 -0.905900 -1.749323 -0.29 0.39 0.64 -0.544
O 2.137063 0.635629 0.188360 0.50 2.34 0.76 -0.526
S 2.320077 -2.141640 0.850751 0.03 -0.32 0.32 0.009
S 1.825623 -0.648502 -0.350866 0.22 -2.48 -1.72 0.020
Cl -1.134574 -0.369435 -0.093036 -1.54 0.88 0.41 0.512
H -3.104225 0.694503 0.998890 0.39 -0.03 -0.21 -0.018
H -1.971484 1.872859 -0.097033 -0.80 -1.27 0.63 0.010
```
Forces are in eV/Å.

Results
F_max = 0.0589 hartree/bohr
gap between HOMO and LUMO (alpha / beta) = 5.925 / 7.347 eV
total charge = -1
E_LUMO (alpha / beta) = 2.7 / 3.3 eV
total energy = -1446.30825 a.u.


Computed, not measured: a single C9H15NO2S2 molecule at a distorted geometry, with ωB97M-V with the def2-TZVPD basis set.

Structure (XYZ):
```
29
Properties=species:S:1:pos:R:3:forces:R:3:lowdin_charge:R:1
C -1.659656 1.228214 -1.000506 1.58 -3.13 -0.43 -0.121
C -3.723494 0.241867 0.361885 0.11 -0.57 -0.23 -0.711
C -2.769707 1.367737 -0.114541 -2.86 0.99 0.27 -0.330
C -2.247098 -1.195197 -1.605917 0.84 2.83 1.98 -0.400
C 2.827312 -0.705193 0.037293 1.05 -0.84 0.63 -0.218
C 2.288517 -0.110916 1.363727 -0.39 0.61 1.34 -0.201
C 2.393781 0.188627 -1.123275 0.20 1.62 0.29 -0.219
C 0.967198 -0.626737 1.958414 0.78 -0.91 -1.71 -0.208
C 0.879483 0.111762 -1.413464 1.64 -2.47 1.37 -0.257
N -0.141889 -0.484141 0.968816 2.39 0.16 -0.43 -0.142
O -4.603817 0.400743 1.151938 0.38 -0.05 -0.12 0.027
O 0.355173 2.009178 0.489336 0.24 -0.08 -0.06 -0.344
S -3.501259 -1.333489 -0.484531 -0.80 -0.77 1.07 0.916
S -0.157009 0.779704 -0.098654 -1.66 0.18 -1.48 0.816
H -2.666445 1.888262 0.839741 0.55 0.31 -0.13 0.130
H -3.571766 1.916903 -0.685736 0.76 0.10 0.46 0.139
H -2.588166 -1.320358 -2.555825 -0.82 0.29 -2.81 -0.031
H -1.325251 -1.673663 -1.463125 1.04 -0.63 0.76 -0.030
H 3.895594 -0.545697 0.099895 0.49 -0.18 0.00 0.095
H 2.727699 -1.822825 -0.026872 -0.41 0.99 -0.22 0.128
H 3.038205 -0.042028 2.281780 -1.26 -0.19 -2.24 0.159
H 1.876959 0.918259 1.121354 1.75 -0.75 0.67 0.071
H 2.558334 1.166260 -0.547928 -0.10 -0.60 -1.79 0.117
H 3.027685 0.243691 -2.123265 -1.32 -0.58 2.21 0.158
H 0.920817 -1.676469 2.263191 0.30 0.11 0.04 0.122
H 0.850912 0.009203 2.789241 -0.75 0.65 1.23 0.096
H 0.711060 0.631545 -2.271241 -1.02 1.97 -2.15 0.058
H 0.597606 -0.949455 -1.669188 0.01 1.08 0.78 0.114
H -0.960767 -0.615791 1.457449 -2.70 -0.14 0.69 0.064
```
Forces are in eV/Å.

Results
F_max = 0.0692 hartree/bohr
gap between HOMO and LUMO (alpha / beta) = 8.202 / 8.200 eV
E_LUMO (alpha / beta) = -0.2 / -0.2 eV
total energy = -1353.27268 a.u.


Computed, not measured: a 2-piece molecular cluster, C4H12 overall at a distorted geometry, with ωB97M-V with the def2-TZVPD basis set.

Structure (XYZ):
```
16
Properties=species:S:1:pos:R:3:forces:R:3:lowdin_charge:R:1
C 2.967978 -0.163853 0.178858 0.37 1.31 -2.36 -0.185
C 1.579931 0.194849 0.695201 -0.27 -0.76 -0.80 -0.186
H 2.835269 -0.973333 -0.619982 0.89 0.32 1.88 0.088
H 3.380275 0.629196 -0.504798 -0.52 -0.17 0.68 0.063
H 3.720817 -0.154050 0.964201 0.07 -1.24 -0.14 0.057
H 1.488476 0.437910 1.740464 0.25 0.05 0.38 0.056
H 1.015586 -0.722582 0.494785 -0.58 0.46 0.38 0.058
H 1.152764 1.009434 0.118601 -0.23 0.03 -0.03 0.053
C -2.536824 -0.342531 0.225903 0.85 0.29 1.36 -0.187
C -2.044271 0.281066 -1.081651 0.49 0.21 0.95 -0.171
H -1.838042 -0.223996 1.082532 0.21 -0.12 -0.74 0.058
H -3.410783 0.150883 0.678952 -0.18 -0.41 -0.76 0.065
H -2.638355 -1.409173 0.106666 -0.66 -0.34 0.12 0.052
H -1.382938 -0.394316 -1.641057 -0.68 -0.12 -0.10 0.062
H -1.339703 1.088566 -0.823308 -0.76 0.32 -0.38 0.053
H -2.950182 0.591930 -1.615366 0.76 0.17 -0.45 0.064
```
Forces are in eV/Å.

Results
F_max = 0.0529 hartree/bohr
gap between HOMO and LUMO = 12.348 eV
E_LUMO = 1.1 eV
total energy = -159.55495 a.u.


What is the formula in the third record? C4H12


Look up the F_max of the second one. 0.0692 hartree/bohr


What is the total energy in the third record? -159.55495 a.u.


Number 3 is which compound? C4H12